No. 1
C21H22N2O4S in the gas phase, computed with ωB97M-V/def2-TZVPD.

The value obtained for the HOMO energy is -8.4482 eV. Its structure (SMILES) is Cc1cccc(S(=O)(=O)N(CC(=O)Nc2ccccc2C)Cc2ccco2)c1. As for the total charge: 0. The calculation puts the molar mass at 398.5 g mol⁻¹. The value obtained for the orbital gap is 0.32764 Eh.

Atoms and positions in Å:
C 3.593 3.176 -1.781
C 2.329 2.651 -1.177
C 1.120 2.737 -1.863
C -0.051 2.252 -1.307
C -0.032 1.647 -0.059
C 1.170 1.534 0.609
S 1.266 0.731 2.211
O 2.417 1.263 2.878
O -0.010 0.819 2.878
N 1.534 -0.879 1.924
C 0.583 -1.905 2.293
C -0.522 -2.087 1.240
O -0.577 -3.047 0.503
N -1.392 -1.052 1.267
C -2.433 -0.763 0.373
C -2.472 -1.322 -0.899
C -3.483 -0.978 -1.777
C -4.456 -0.072 -1.395
C -4.417 0.481 -0.126
C -3.419 0.149 0.777
C -3.410 0.738 2.157
C 2.640 -1.252 1.068
C 2.178 -1.820 -0.236
C 1.616 -1.255 -1.345
C 1.289 -2.327 -2.210
C 1.673 -3.459 -1.561
O 2.214 -3.161 -0.374
C 2.338 2.045 0.073
H 3.396 4.053 -2.392
H 4.040 2.414 -2.421
H 4.313 3.432 -1.008
H 1.097 3.201 -2.838
H -0.985 2.340 -1.841
H -0.940 1.284 0.385
H 1.120 -2.850 2.407
H 0.144 -1.618 3.251
H -1.226 -0.360 1.994
H -1.709 -2.026 -1.189
H -3.507 -1.419 -2.762
H -5.246 0.202 -2.078
H -5.182 1.184 0.173
H -4.235 1.435 2.274
H -2.481 1.269 2.372
H -3.518 -0.049 2.904
H 3.238 -0.352 0.924
H 3.251 -2.007 1.577
H 1.456 -0.213 -1.528
H 0.827 -2.257 -3.173
H 1.613 -4.494 -1.829
H 3.245 1.985 0.653

=====

No. 2
C20H18N4O2 in the gas phase, computed with ωB97M-V/def2-TZVPD.

The value obtained for the HOMO energy is -8.6057 eV. Its structure (SMILES) is Cc1ccccc1-n1c(=O)n(CCc2ccccc2)c(=O)c2[nH]cnc21. As for the total charge: 0. The calculation puts the molar mass at 346.4 g mol⁻¹. The value obtained for the orbital gap is 0.33886 Eh.

Atoms and positions in Å:
C -0.963 3.173 1.586
C -1.522 3.373 0.214
C -2.588 4.238 -0.001
C -3.106 4.445 -1.266
C -2.560 3.787 -2.355
C -1.506 2.914 -2.166
C -0.999 2.705 -0.892
N 0.099 1.802 -0.741
C -0.058 0.630 -0.025
O -1.110 0.342 0.499
N 1.051 -0.204 0.075
C 0.856 -1.424 0.849
C 0.258 -2.542 -0.013
C 0.073 -3.778 0.819
C 1.093 -4.714 0.930
C 0.934 -5.836 1.723
C -0.247 -6.033 2.418
C -1.266 -5.102 2.318
C -1.106 -3.980 1.525
C 2.299 -0.043 -0.529
O 3.195 -0.854 -0.402
C 2.350 1.176 -1.281
N 3.348 1.753 -2.028
C 2.840 2.903 -2.514
N 1.600 3.115 -2.145
C 1.277 2.048 -1.377
H -1.294 2.211 1.978
H -1.303 3.957 2.257
H 0.126 3.171 1.566
H -3.012 4.763 0.843
H -3.933 5.125 -1.404
H -2.955 3.949 -3.346
H -1.067 2.391 -3.001
H 0.185 -1.196 1.679
H 1.834 -1.727 1.227
H 0.934 -2.743 -0.846
H -0.703 -2.203 -0.405
H 2.016 -4.561 0.389
H 1.733 -6.559 1.799
H -0.372 -6.910 3.036
H -2.189 -5.250 2.860
H -1.901 -3.253 1.447
H 4.268 1.366 -2.162
H 3.394 3.575 -3.139

=====

No. 3
2 unconnected molecules or ions with the total composition ClHO3S, computed with ωB97M-V/def2-TZVPD.

The value obtained for the HOMO energy is -12.2791 eV. Its structure (SMILES) is O=S(=O)=O.Cl. As for the total charge: 0. The calculation puts the molar mass at 116.5 g mol⁻¹. The value obtained for the orbital gap is 0.43116 Eh.

Atoms and positions in Å:
O -0.875 -0.112 -1.599
S -1.039 -0.367 -0.212
O -1.070 0.706 0.729
O -1.240 -1.736 0.204
Cl 2.107 0.361 -0.081
H 2.117 1.148 0.958

=====

No. 4
A molecular structure, C28H24Cl5N5O4SV, computed with ωB97M-V/def2-TZVPD.

The value obtained for the HOMO energy (alpha / beta) is -10.1344 / -10.2663 eV. As for the spin multiplicity: 3. As for the expectation value of S²: 2.010. As for the total charge: +1. The calculation puts the molar mass at 754.8 g mol⁻¹. The value obtained for the orbital gap (alpha / beta) is 0.25897 / 0.26172 Eh.

Atoms and positions in Å:
V -0.036 -0.658 -0.069
C -0.224 -4.295 -3.788
N -1.237 -3.256 -3.660
C -2.520 -3.318 -4.163
C -3.139 -2.182 -3.805
N -2.224 -1.420 -3.087
C -1.044 -2.093 -3.004
S 0.462 -1.705 -2.307
C -2.552 -0.135 -2.553
C -3.836 0.067 -2.064
C -4.147 1.323 -1.582
C -3.172 2.311 -1.598
C -1.925 1.990 -2.102
N -1.611 0.785 -2.584
H -0.689 -5.172 -4.228
H 0.175 -4.537 -2.805
H 0.590 -3.951 -4.424
H -2.868 -4.156 -4.736
H -4.128 -1.823 -4.019
H -4.551 -0.742 -2.035
H -5.135 1.525 -1.189
H -3.374 3.307 -1.232
H -1.136 2.733 -2.135
Cl 4.505 -5.894 2.724
C 3.655 -4.548 2.080
C 2.351 -4.696 1.619
Cl 1.573 -6.226 1.692
C 1.673 -3.602 1.093
Cl 0.039 -3.751 0.541
C 2.263 -2.337 1.015
O 1.637 -1.287 0.542
C 3.574 -2.206 1.498
Cl 4.293 -0.643 1.420
C 4.263 -3.291 2.018
Cl 5.868 -3.089 2.593
O 2.887 5.703 -0.001
C 2.967 4.911 -1.164
C 2.220 3.628 -0.942
C 2.088 2.702 -1.972
C 1.407 1.528 -1.738
N 0.866 1.238 -0.549
C 0.988 2.124 0.454
C 1.652 3.328 0.286
C 0.383 1.707 1.740
C 0.410 2.478 2.888
C -0.165 1.990 4.054
C -0.100 2.804 5.324
O -0.206 4.192 5.089
C -0.765 0.739 4.016
C -0.760 0.030 2.829
N -0.199 0.499 1.717
H 3.417 6.496 -0.118
H 4.006 4.664 -1.413
H 2.533 5.424 -2.031
H 2.512 2.888 -2.950
H 1.261 0.790 -2.515
H 1.747 4.035 1.095
H 0.869 3.456 2.898
H 0.881 2.651 5.779
H -0.848 2.447 6.037
H -1.126 4.417 4.915
H -1.232 0.315 4.895
H -1.218 -0.948 2.757
C -2.798 -1.876 0.609
O -1.782 -1.075 0.092
H -2.537 -2.299 1.585
H -3.009 -2.718 -0.062
H -3.720 -1.299 0.732

=====

No. 5
2 unconnected molecules or ions with the total composition C3H5N3, computed with ωB97M-V/def2-TZVPD.

The value obtained for the HOMO energy is -9.1534 eV. As for the total charge: 0. The calculation puts the molar mass at 83.1 g mol⁻¹. The value obtained for the orbital gap is 0.36387 Eh.

Atoms and positions in Å:
C -2.115 -0.652 0.103
C -1.433 -0.806 -1.179
N -0.859 -0.902 -2.179
N 3.272 0.684 1.206
N 2.240 0.732 0.523
C 1.163 0.676 0.012
H -1.414 -0.219 0.824
H -2.974 0.015 -0.007
H -2.460 -1.622 0.469
H 3.681 1.621 1.245
H 0.898 0.473 -1.017

=====

No. 6
A gas-phase ion, C5H7N2 (charge +1), computed with ωB97M-V/def2-TZVPD.

The value obtained for the HOMO energy is -15.6478 eV. Its structure (SMILES) is C#C[N@+]1(C)CC=N1. As for the total charge: +1. The calculation puts the molar mass at 95.1 g mol⁻¹. The value obtained for the orbital gap is 0.43399 Eh.

Atoms and positions in Å:
C -2.561 -0.752 0.076
C -1.382 -0.553 0.009
N -0.092 -0.003 0.124
C -0.057 1.457 0.725
C 0.890 -0.293 -0.952
C 1.520 -1.178 0.082
N 0.691 -0.853 0.963
H -3.500 -0.913 -0.216
H -0.285 1.443 1.746
H 0.995 1.637 0.625
H -0.611 2.061 0.053
H 1.750 0.363 -1.288
H 0.331 -0.547 -1.928
H 2.310 -1.869 -0.019